# 1
DFT (ωB97M-V with the def2-TZVPD basis set) results for 3 unconnected molecules or ions with the total composition C3H8N2O2.

The geometry in XYZ format:
```
15
Properties=species:S:1:pos:R:3
C 1.9774 2.4487 1.0489
C 1.8751 1.0971 0.7832
N 0.5262 0.7679 0.9559
C -0.1200 1.9345 1.1728
N 0.7144 2.9420 1.2145
H 2.8504 2.8428 1.4263
H 2.7903 0.4139 0.5209
H 0.1126 -0.1398 0.8049
H -1.2045 2.0622 1.5209
H -1.1079 -1.9019 -0.3654
H -1.6038 -2.1826 0.9759
O -1.2234 -1.5193 0.4932
H -1.1279 -2.6751 -3.6557
H -2.4426 -3.5423 -3.4906
O -2.0162 -2.5481 -3.4056
```

Properties
Kohn-Sham gap	8.6	eV
net charge	0
relative energy (zero: lowest compared OMol25 entry of this formula, charge and spin)	50.9	kcal/mol
LUMO	0.008	Ha
HOMO level	-8.4	eV


# 2
DFT (ωB97M-V with the def2-TZVPD basis set) results for a molecular structure, C24H31BClF4N3O7P2SW.

The geometry in XYZ format:
```
75
Properties=species:S:1:pos:R:3
W -0.0166 0.1119 0.1118
O 0.3568 -3.9174 -0.0833
Cl 0.7553 -2.5387 -0.1046
O 1.8487 -2.3956 0.8760
O -0.3476 -1.7385 0.5623
O 1.4426 -0.1429 -0.8118
N -2.9083 -0.0200 3.4065
C -2.3140 -0.2601 4.6400
C -3.0052 -0.0317 5.8248
C -2.4240 -0.3465 7.0431
C -1.1400 -0.8618 7.0920
C -0.4274 -1.0537 5.9192
C -1.0114 -0.7642 4.6997
S -0.2015 -1.1596 3.1708
N -0.9012 0.0255 2.1305
C -2.2332 0.2019 2.2281
C -2.8958 0.6834 1.0752
C -4.2398 1.1285 1.0502
C -4.7920 1.5925 -0.1070
C -3.9978 1.6173 -1.2724
C -2.7045 1.1670 -1.1971
N -2.1186 0.7027 -0.0810
H -3.9026 0.1520 3.4148
H -4.0074 0.3687 5.7935
H -2.9809 -0.1923 7.9541
H -0.6982 -1.1250 8.0407
H 0.5704 -1.4634 5.9367
H -4.8209 1.1149 1.9601
H -5.8143 1.9301 -0.1387
H -4.3979 1.9809 -2.2028
H -2.0792 1.1697 -2.0827
F -2.9835 -1.2921 -2.6725
B -2.1907 -1.9219 -1.7727
F -0.8875 -1.0962 -1.7329
F -2.6440 -1.7685 -0.4842
F -1.8714 -3.1762 -2.1131
C 0.0351 2.1925 0.4139
H -0.8531 2.8231 0.5802
H 0.8865 2.8712 0.3399
C -0.1566 2.5326 -3.4253
P 0.6135 1.2933 -2.2031
C 2.1430 2.2965 -1.9506
C 1.1311 0.0408 -3.4505
C 0.1836 -0.5664 -4.2685
C 0.5320 -1.6425 -5.0666
C 1.8265 -2.1339 -5.0505
C 2.7833 -1.5106 -4.2679
C 2.4419 -0.4252 -3.4830
H -1.0386 2.1270 -3.9120
H 0.5671 2.7899 -4.1939
H -0.4460 3.4353 -2.8916
H 2.7386 2.2753 -2.8627
H 2.7148 1.9036 -1.1114
H 1.8562 3.3265 -1.7488
H -0.8446 -0.2347 -4.2489
H -0.2185 -2.1156 -5.6795
H 2.0840 -3.0036 -5.6349
H 3.7969 -1.8834 -4.2530
H 3.1891 0.0458 -2.8608
C 3.0578 -1.6766 3.4498
O 2.7161 -0.3760 3.0027
P 2.2735 -0.0207 1.4502
O 2.6684 1.5662 1.5759
C 2.1384 2.3475 2.6321
O 3.6665 -0.3392 0.7280
C 4.0330 -1.2453 -0.2952
H 4.1449 -1.7534 3.5267
H 2.6894 -2.4318 2.7578
H 2.6109 -1.8153 4.4363
H 2.3885 3.3850 2.4093
H 2.5881 2.0559 3.5824
H 1.0469 2.2337 2.6907
H 4.9627 -0.8532 -0.7130
H 3.2603 -1.2904 -1.0639
H 4.1968 -2.2439 0.1113
```

Properties
Kohn-Sham gap (alpha / beta)	4.4 / 4.4	eV
net charge	0
relative energy (zero: lowest compared OMol25 entry of this formula, charge and spin)	131.3	kcal/mol
LUMO (alpha / beta)	-0.069 / -0.069	Ha
HOMO level (alpha / beta)	-6.3 / -6.3	eV


# 3
DFT (ωB97M-V with the def2-TZVPD basis set) results for C4H10O2 in the gas phase.

The geometry in XYZ format:
```
16
Properties=species:S:1:pos:R:3
C 0.2537 1.5032 0.6709
C 0.2112 0.1348 0.1070
C 1.4998 -0.4581 -0.3910
O -0.0815 -0.6149 1.6375
C -1.0183 -0.1562 -0.7348
O -1.2632 -1.5492 -0.6869
H -0.1711 0.9102 1.6493
H 1.2409 1.9671 0.8157
H -0.4471 2.2278 0.2488
H 1.7362 -0.0571 -1.3869
H 2.3205 -0.1931 0.2826
H 1.4056 -1.5411 -0.4570
H -0.9581 -1.0369 1.6099
H -1.8776 0.4216 -0.3518
H -0.8273 0.1909 -1.7667
H -2.0237 -1.7491 -1.2467
```

Properties
Kohn-Sham gap	9.9	eV
net charge	0
relative energy (zero: lowest compared OMol25 entry of this formula, charge and spin)	60.4	kcal/mol
LUMO	0.023	Ha
HOMO level	-9.3	eV


# 4
DFT (ωB97M-V with the def2-TZVPD basis set) results for C19H20F3NO5S in the gas phase.

The geometry in XYZ format:
```
49
Properties=species:S:1:pos:R:3
C -3.0323 -2.0886 2.5268
C -4.2046 -1.4165 1.8300
H -4.8204 -0.8552 2.5342
H -4.8139 -2.1550 1.3008
O -3.7468 -0.4351 0.8860
C -3.4018 -0.8597 -0.3056
O -3.4627 -1.9942 -0.7091
C -2.8701 0.2484 -1.2344
O -2.9250 -0.2295 -2.5457
H -3.0724 -1.1916 -2.5007
C -1.4537 0.6278 -0.8128
C -1.1485 0.9790 0.4945
C 0.1455 1.3089 0.8475
C 1.1733 1.2942 -0.0988
C 0.8471 0.9757 -1.4195
C -0.4447 0.6434 -1.7672
H -0.6876 0.4081 -2.7910
H 1.6094 1.0247 -2.1772
N 2.4913 1.5591 0.2358
S 3.7126 0.8218 -0.6718
O 3.7899 1.3828 -1.9867
O 4.8953 0.8605 0.1355
C 3.1209 -0.8673 -0.7748
C 2.9711 -1.4806 -2.0023
C 2.5065 -2.7850 -2.0522
C 2.2011 -3.4545 -0.8781
C 2.3670 -2.8310 0.3493
C 2.8323 -1.5280 0.4029
H 2.9801 -1.0205 1.3433
H 2.1358 -3.3599 1.2614
H 1.8358 -4.4696 -0.9182
H 2.3826 -3.2768 -3.0047
H 3.2196 -0.9300 -2.8956
C 2.8544 2.2503 1.4540
C 2.4653 3.7237 1.3984
H 2.7895 4.2243 2.3069
H 1.3882 3.8352 1.2980
H 2.9417 4.1984 0.5450
H 3.9377 2.1522 1.5330
H 2.4033 1.7614 2.3254
H 0.3450 1.5763 1.8719
H -1.9198 1.0034 1.2479
C -3.7920 1.4841 -1.1774
F -3.4397 2.4006 -2.0781
F -3.7945 2.0991 0.0122
F -5.0664 1.1509 -1.4307
H -2.4086 -1.3461 3.0181
H -2.4296 -2.6335 1.8040
H -3.4067 -2.7862 3.2700
```

Properties
Kohn-Sham gap	9.0	eV
net charge	0
relative energy (zero: lowest compared OMol25 entry of this formula, charge and spin)	0.0	kcal/mol
LUMO	0.014	Ha
HOMO level	-8.6	eV